29
Properties=species:S:1:pos:R:3:forces:R:3:mulliken_charge:R:1 method="wB97M-V/def2-TZVPD" homo_ev=-6.23 orbital_gap_ev=9.091 charge=-1 e_lumo_ev=2.862
O -1.2195 -1.1738 -0.7412 2.27 2.30 5.78 -0.903
H -1.5223 -1.5744 -1.4447 -2.77 -2.43 -6.37 0.133
H -1.7799 1.4306 -1.5428 -0.93 1.95 0.61 0.467
O -1.2734 -3.6233 -0.1739 -0.33 1.21 -1.05 -0.792
H -0.5873 -3.8202 0.4531 0.31 0.09 0.48 0.229
H 2.3246 -3.7943 -1.0124 -0.02 1.95 0.80 0.300
O -2.3539 1.9945 -0.8943 1.18 1.10 -3.54 -0.734
H -1.2422 -2.5213 -0.4100 0.43 -1.79 1.48 0.418
H -2.3164 1.3111 -0.3008 -0.86 -2.46 3.35 0.278
O -0.4731 0.7507 -2.1308 -2.13 7.24 -3.68 -0.577
H 0.5452 3.7230 1.4143 -0.92 -0.46 -0.07 0.339
H 1.0327 -1.0402 -0.3653 -0.42 1.54 3.58 0.262
O -0.2690 3.8222 1.9400 1.68 1.27 1.21 -0.665
H 3.1599 3.1277 0.3025 10.36 5.24 -4.15 0.193
H -0.2189 0.0883 -1.6388 1.95 -6.40 3.55 0.261
O 3.4987 0.2784 2.5267 -1.28 1.38 0.63 -0.664
H 2.8527 1.0282 2.7377 1.32 -1.64 -0.69 0.320
H 2.9438 -0.3893 2.0980 -0.10 0.25 -0.09 0.326
O -3.6412 -0.5142 0.2587 1.02 0.30 2.08 -0.688
H -2.6903 -0.7930 0.0807 -1.21 -0.09 -0.98 0.410
H -4.2655 -0.6079 -0.4376 0.09 -0.31 -1.11 0.259
O 2.4637 2.7494 0.4993 -12.22 -6.12 3.86 -0.547
H 1.8862 2.2442 -0.1226 1.65 0.86 0.37 0.355
H -1.0309 3.4009 1.5996 -0.67 -0.87 -1.21 0.329
O 0.9281 -0.6298 0.6142 -0.19 -0.93 -2.99 -0.576
H -0.0569 -0.5135 0.6333 1.14 -0.34 -0.18 0.339
O 2.2501 -2.8837 -0.5793 1.43 -2.26 -1.44 -0.653
H -0.2925 0.8148 -3.0478 0.68 -0.69 -0.83 0.241
H 1.3475 -2.8850 -0.3161 -1.48 0.11 0.59 0.341

***

28
Properties=species:S:1:pos:R:3:forces:R:3:mulliken_charge:R:1 method="wB97M-V/def2-TZVPD" homo_ev=-13.84 orbital_gap_ev=10.200 charge=+1 e_lumo_ev=-3.640
O 14.1550 2.7600 -31.4910 0.57 0.19 0.68 -0.343
H 13.7330 3.6850 -31.4090 0.43 -0.68 0.20 0.450
H 13.4450 2.0880 -31.5790 0.03 -0.33 -0.02 0.440
H 14.7420 2.4410 -30.7000 -1.18 0.95 -0.47 0.512
O 13.1100 4.3130 -29.1040 1.16 0.14 0.57 -0.491
H 13.4790 5.0770 -28.6240 -0.33 -0.43 -0.25 0.277
H 12.3130 4.6240 -29.5080 -0.71 0.32 -0.13 0.256
O 12.9110 0.3070 -31.7000 -2.40 2.20 -0.09 -0.577
H 11.9750 0.0850 -31.8850 0.87 0.04 0.00 0.272
H 13.3490 -0.5030 -31.6870 1.43 -2.13 -0.03 0.227
O 15.3310 -1.1930 -29.7310 0.69 0.03 0.30 -0.628
H 14.7390 -1.6730 -30.2920 -0.44 -0.39 -0.32 0.271
H 14.9900 -0.3010 -29.5760 -0.06 -0.04 -0.04 0.387
O 16.3450 3.4640 -29.4600 -0.43 0.58 -1.02 -0.654
H 16.0730 3.6170 -28.5650 -0.08 0.20 0.74 0.297
H 16.7750 2.6210 -29.4720 0.70 -0.73 0.10 0.332
O 11.9690 1.2230 -28.6000 0.21 -0.07 0.65 -0.687
H 11.6330 1.6770 -29.3710 -0.13 0.64 -0.13 0.438
H 11.8470 0.3020 -28.7870 -0.40 -0.96 0.08 0.322
O 11.1730 2.7640 -30.7280 0.47 -2.63 -0.38 -0.605
H 10.8310 2.0020 -31.2600 0.20 1.10 0.59 0.269
H 10.7910 3.5120 -31.1250 -1.03 1.51 -0.71 0.226
O 14.5070 1.3140 -29.1510 0.84 0.48 0.69 -0.571
H 13.6270 1.1090 -28.7790 -0.66 0.33 -0.33 0.394
H 14.9230 1.7390 -28.3780 0.02 -0.27 -0.60 0.224
O 12.8780 5.1820 -31.9850 1.67 -0.52 0.21 -0.659
H 11.9350 5.2950 -31.9780 -0.30 0.90 0.01 0.287
H 13.4040 5.9660 -31.7140 -1.14 -0.44 -0.29 0.336

***

28
Properties=species:S:1:pos:R:3:forces:R:3:mulliken_charge:R:1 method="wB97M-V/def2-TZVPD" homo_ev=-13.53 orbital_gap_ev=10.457 charge=+1 e_lumo_ev=-3.074
O -1.4925 -1.5456 3.2437 -1.01 -1.14 -0.50 -0.598
H -0.9922 -1.0863 -0.3417 -1.01 0.04 0.12 0.473
H 1.6472 0.0931 2.5452 0.16 0.08 0.01 0.285
O -1.3583 1.4155 -1.0404 0.10 0.12 0.19 -0.596
H 1.6562 2.4927 -3.2944 -0.27 -0.02 0.56 0.303
O -0.8691 -0.7860 0.5860 1.40 0.15 -1.08 -0.242
H -0.6263 1.3346 -1.6636 -0.08 -0.06 -0.07 0.305
H -1.2113 0.1342 0.6535 -0.36 0.10 -0.19 0.413
O 1.4950 -0.3074 -0.8937 -1.12 -0.55 0.38 -0.457
H 1.1407 -0.1780 -1.7786 0.86 0.37 -0.31 0.235
H 2.3685 0.0652 -0.7718 0.01 0.29 -0.48 0.225
O -1.2898 1.3049 3.0761 -0.11 0.20 -0.04 -0.600
H -0.3806 1.4595 3.3510 0.01 -0.04 -0.04 0.300
H -1.8148 1.9235 3.5981 -0.06 -0.05 -0.04 0.302
O 1.9059 1.5625 -3.1985 0.12 0.69 -0.75 -0.566
H 0.1238 -0.6209 0.4678 0.34 -0.11 0.86 0.297
H 2.4202 1.5077 -4.0194 0.08 -0.69 0.22 0.294
O 1.3599 0.5055 1.7239 -0.20 -0.05 0.12 -0.583
H -1.6498 -0.6087 3.3424 0.81 0.39 0.38 0.358
H 1.6657 1.4176 1.7320 0.12 -0.03 0.09 0.271
O 1.1075 -2.8375 0.2805 -0.10 -0.02 0.07 -0.625
H 2.0556 -2.7508 0.1350 0.00 0.01 0.09 0.310
H 0.7554 -2.8408 -0.6145 0.05 -0.23 -0.09 0.304
O -1.6700 -0.8787 -2.9626 -0.23 0.32 -0.42 -0.600
H -1.6467 -0.6212 -3.8953 0.60 -0.27 0.00 0.307
H -2.5869 -0.6422 -2.7933 -0.22 -0.09 0.60 0.322
H -0.6271 -1.8776 3.4719 0.21 0.59 0.27 0.277
H -1.4863 2.3652 -0.9395 -0.10 -0.02 0.08 0.285

***

2
Properties=species:S:1:pos:R:3:forces:R:3:mulliken_charge:R:1 method="wB97M-V/def2-TZVPD" homo_ev="1.63 / -3.33" multiplicity=2 orbital_gap_ev="8.945 / 11.148" charge=-1 e_lumo_ev="10.575 / 7.821"
H 0.0382 -0.3988 0.4967 -0.06 0.60 -0.75 -0.500
H -0.0382 0.3988 -0.4967 0.06 -0.60 0.75 -0.500

***

2
Properties=species:S:1:pos:R:3:forces:R:3:mulliken_charge:R:1 method="wB97M-V/def2-TZVPD" homo_ev=-13.02 orbital_gap_ev=14.692 charge=0 e_lumo_ev=1.676
H 0.0000 0.0000 0.5138 0.00 0.00 -4.69 0.000
H 0.0000 0.0000 -0.5138 0.00 0.00 4.69 0.000

***

2
Properties=species:S:1:pos:R:3:forces:R:3:mulliken_charge:R:1 method="wB97M-V/def2-TZVPD" homo_ev=-9.19 orbital_gap_ev=5.244 charge=0 e_lumo_ev=-3.948
H -0.2194 -0.2574 1.4719 0.20 0.24 -1.37 0.000
H 0.2194 0.2574 -1.4719 -0.20 -0.24 1.37 0.000

***

2
Properties=species:S:1:pos:R:3:forces:R:3:mulliken_charge:R:1 method="wB97M-V/def2-TZVPD" homo_ev=-9.65 orbital_gap_ev=6.284 charge=0 e_lumo_ev=-3.367
H 0.0000 0.0000 1.2789 0.00 0.00 -1.97 0.000
H 0.0000 0.0000 -1.2789 0.00 0.00 1.97 0.000

***

33
Properties=species:S:1:pos:R:3:forces:R:3:mulliken_charge:R:1 method="wB97M-V/def2-TZVPD" homo_ev=-7.17 orbital_gap_ev=6.422 charge=0 e_lumo_ev=-0.746
N -0.0242 -0.3285 0.4461 0.16 0.76 -3.33 -0.106
H -0.9279 -0.0236 0.8236 0.45 0.42 0.71 0.312
H -0.3094 -0.7500 -0.4656 0.28 0.01 0.72 0.217
H 0.4498 -1.0604 0.9093 0.70 -1.08 1.53 0.393
H 0.6704 0.4078 0.1215 -1.44 -0.73 1.23 0.168
N -1.1452 -2.9462 2.5966 0.13 -2.31 1.18 0.860
O -0.8181 -2.4361 3.6951 -0.05 0.39 -1.04 -0.607
O -2.1696 -2.5582 1.9833 0.23 0.96 -0.57 -0.612
O -0.5431 -3.9852 2.1881 -0.24 1.46 -0.03 -0.596
O 2.9846 -1.0196 1.5138 3.72 -1.69 -1.82 -0.628
H 3.3254 -0.2167 1.0975 -0.81 1.20 0.26 0.361
H 3.8573 -1.5259 1.1748 -3.16 0.58 1.59 0.328
O 3.3879 1.3622 -0.1089 0.10 0.94 3.06 -0.727
H 2.4839 1.5837 -0.3404 0.08 0.36 -0.49 0.323
H 3.7500 0.7977 -0.7228 1.10 -1.90 -2.38 0.319
O -3.0568 1.0112 1.1657 2.38 1.78 0.16 -0.547
H -3.4596 1.2584 1.9931 -0.78 -0.73 0.04 0.275
H -3.4992 0.4083 0.6131 -1.50 -1.15 -0.07 0.256
O -0.3253 2.7571 1.3287 9.20 -0.42 0.84 -0.487
H -1.1233 2.8739 1.5591 -10.93 0.86 0.55 0.191
H -0.1388 2.9767 2.2996 1.83 -0.55 -1.61 0.310
O -0.4712 -0.5628 -3.8303 -2.31 3.05 -7.41 -0.500
H -0.1317 -1.3720 -3.8603 2.29 -5.37 -1.38 0.261
H -0.4248 -0.4192 -2.9931 0.04 2.54 8.50 0.256
O -1.4803 0.8251 -1.4686 -0.44 -4.37 0.58 -0.439
H -1.4908 1.7211 -1.6310 -0.76 2.93 -0.71 0.193
H -2.3496 0.3591 -1.5689 1.08 1.47 -0.17 0.289
O 1.6484 2.7753 -1.0114 -1.75 -3.20 0.33 -0.555
H 2.1270 3.4053 -1.4406 2.16 2.71 -1.79 0.249
H 0.9656 3.1808 -0.5373 -1.68 1.13 1.27 0.266
O -0.3042 -2.9863 -1.5140 -1.97 2.35 -4.48 -0.641
H -0.1299 -2.6971 -2.5998 -0.93 -1.60 4.96 0.257
H -1.3276 -2.8162 -1.4159 2.82 -0.80 -0.23 0.365

***

41
Properties=species:S:1:pos:R:3:forces:R:3:mulliken_charge:R:1 method="wB97M-V/def2-TZVPD" homo_ev=-0.01 orbital_gap_ev=3.641 charge=-2 e_lumo_ev=3.633
N -1.4749 -3.0645 0.3787 0.82 -2.69 -0.48 -0.195
H -1.1806 -3.3785 -0.5350 0.32 0.28 -0.35 0.383
H -0.7025 -2.6615 0.8897 1.27 0.40 0.38 0.234
H -1.8359 -3.8832 0.8473 -0.34 0.15 0.27 0.366
H -2.1416 -2.3163 0.2527 -2.47 2.27 -0.30 0.276
N 2.5475 2.3668 -0.5400 2.67 2.31 1.40 -0.260
H 3.2865 2.6288 -1.1766 0.24 -0.50 -0.39 0.370
H 1.7254 2.0206 -1.0138 -2.70 -1.34 -1.30 0.037
H 2.3162 3.2700 -0.1517 -0.71 0.30 0.20 0.389
H 2.8708 1.7795 0.2154 -0.03 -0.98 0.13 0.374
N -0.5585 0.6163 0.8451 -0.22 0.79 0.68 0.186
H -1.4997 0.2785 0.7028 -1.09 -1.03 0.03 0.344
H 0.1330 -0.0483 1.1619 -0.23 -0.96 -0.13 0.174
H -0.5558 1.3466 1.5427 -0.23 0.51 -0.27 0.581
H -0.3060 0.9714 -0.0661 0.42 0.50 -0.78 -0.043
N 1.9804 -0.5941 -2.3670 1.17 0.33 -2.05 -0.125
H 1.3487 0.1940 -2.3743 -1.47 1.07 0.43 0.171
H 1.8079 -1.2040 -1.5807 -0.21 -1.45 1.71 0.182
H 2.9132 -0.2093 -2.3236 0.26 -0.22 0.25 0.360
H 1.8893 -1.0997 -3.2366 -0.15 -0.22 -0.15 0.415
S -3.7724 -0.5843 -0.8684 -2.61 1.01 -5.30 1.122
O -2.9877 -1.0100 0.2750 2.47 -1.87 3.86 -0.924
O -5.1471 -1.0514 -0.8989 -1.81 -2.05 1.40 -0.787
O -3.8644 0.8412 -0.8486 0.77 2.41 0.50 -0.629
O -3.1477 -1.1320 -2.1011 1.27 -0.37 0.30 -0.815
S 1.8590 -1.7578 0.8695 2.20 -1.54 -0.55 1.252
O 2.3020 -0.4105 0.5933 0.53 3.38 -0.13 -0.757
O 2.8026 -2.4661 1.6836 0.88 -0.69 1.66 -0.792
O 0.5396 -1.7232 1.4940 -1.70 -0.20 0.87 -0.971
O 1.8159 -2.4220 -0.4365 -1.14 -0.89 -1.89 -0.975
S -0.4317 2.2224 -2.2210 -6.35 5.79 -2.31 1.446
O -1.7216 2.3484 -1.5492 1.35 -0.03 1.53 -0.638
O -0.7059 1.7547 -3.5325 1.10 -2.07 -3.04 -0.819
O 0.2261 3.5497 -2.3281 1.76 0.52 0.88 -0.947
O 0.4675 1.3516 -1.5019 3.84 -3.38 2.42 -0.928
O -0.2379 2.7117 2.6125 0.40 0.27 0.51 -0.679
H -0.0830 3.6126 2.3286 -0.08 0.21 -0.30 0.298
H -0.9773 2.7745 3.2171 -0.31 -0.08 0.16 0.297
O -0.0935 -1.8791 4.2048 -0.45 -0.05 1.01 -0.680
H -0.2546 -2.0217 3.2721 0.35 0.14 -0.54 0.416
H 0.8489 -1.7220 4.2643 0.22 -0.03 -0.31 0.293

***

34
Properties=species:S:1:pos:R:3:forces:R:3:mulliken_charge:R:1 method="wB97M-V/def2-TZVPD" homo_ev=-7.21 orbital_gap_ev=10.012 charge=-1 e_lumo_ev=2.801
N 0.6862 0.5595 -0.9177 -3.12 -2.71 5.17 0.898
O 0.3342 1.6525 -0.4187 1.51 1.68 -0.98 -0.676
O -0.2808 -0.0895 -1.4367 2.05 0.00 -1.53 -0.682
O 1.6372 -0.0625 -0.3317 -0.08 0.87 -2.99 -0.673
O 2.5482 -3.2095 -0.2967 0.82 -2.03 1.12 -0.623
H 1.7272 -3.6035 -0.5657 -0.76 -0.13 -0.24 0.308
H 2.5832 -2.3785 -0.6967 -0.14 2.19 -0.94 0.292
O -2.4198 1.8705 -0.5107 -0.61 -0.74 -0.27 -0.662
H -1.4838 1.6475 -0.4837 0.63 0.34 -0.12 0.318
H -2.7508 1.0165 -0.8477 -0.21 0.52 0.38 0.332
O -1.1398 0.9465 2.4253 -2.26 -0.15 -0.47 -0.615
H -0.3318 0.8465 2.8843 1.53 0.31 0.08 0.292
H -1.1478 1.6045 1.7193 0.64 -0.16 0.35 0.313
O -2.6888 -1.4005 0.4203 -3.12 -1.60 -1.00 -0.579
H -1.9128 -1.0285 0.7333 2.85 1.17 1.33 0.332
H -3.0628 -1.8965 1.1663 0.36 0.41 -0.32 0.285
O 0.0862 -1.8305 1.4783 -0.77 -0.07 0.07 -0.589
H 0.1712 -2.3385 0.6463 0.47 0.55 0.66 0.328
H 0.8912 -1.3425 1.7323 -0.24 -0.92 -0.49 0.348
O 2.6922 2.4825 1.3883 -0.23 0.15 -0.61 -0.607
H 2.6702 3.4325 1.2943 0.31 0.67 0.48 0.285
H 2.1712 2.2825 0.5943 -0.15 -0.85 0.18 0.296
O -2.1358 -0.8415 -3.6387 -2.94 -2.47 -2.52 -0.613
H -1.4268 -0.4205 -3.2817 2.95 2.12 2.10 0.328
H -2.9508 -0.5845 -3.2217 0.00 0.35 0.47 0.297
O -0.4958 -3.0455 -1.0677 1.19 -1.80 0.19 -0.645
H -0.3718 -2.1465 -1.3357 -0.55 1.28 -0.29 0.388
H -1.3998 -3.2535 -0.8517 -0.48 0.68 0.00 0.279
O 0.0452 4.6055 -0.8537 3.44 -1.19 -0.07 -0.660
H 0.1582 3.6795 -0.5477 -0.50 0.72 -0.42 0.391
H -0.8248 4.8625 -0.7647 -2.93 0.39 0.41 0.296
O 2.5152 -0.7585 2.1253 2.24 0.21 -0.20 -0.708
H 2.3972 -0.3565 1.2303 0.34 -0.08 0.81 0.427
H 3.5092 -0.9015 2.2323 -2.25 0.29 -0.33 0.298

***

Max |F|
In order: 14.2 3.3 1.8 1.0 4.7 1.4 2.0 11.0 8.9 6.6
Unit: eV Å⁻¹